1.
The following is a DFT calculation (wB97M-V/def2-TZVPD) of a 2-piece molecular cluster, C5H10O2 overall.

CARTESIAN COORDINATES (ANGSTROEM)
C  1.074010  1.811635  1.842126
C  0.884798  1.580573  0.481583
C  0.425595  0.396640  -0.027120
O  1.036269  0.222327  -1.381573
C  -0.524838  -0.377333  0.534908
C  -0.601400  -1.836856  0.410925
H  0.515081  1.179615  2.455961
H  1.563758  2.676177  2.363346
H  1.090951  2.501574  -0.175725
H  2.032899  0.334404  -1.232816
H  -1.151361  0.229961  1.179877
H  -0.825699  -2.314677  -0.542764
H  -1.110860  -2.341753  1.187647
H  0.374178  -2.234215  0.612350
O  -1.848064  -0.778620  -2.773570
H  -1.811675  -0.722132  -1.787626
H  -1.123639  -0.327319  -3.147532

Atoms 1-6, force components in eV/Å:
-0.1382 1.0090 -2.6059
1.8670 6.4216 3.5943
-1.0734 -2.0703 -3.6409
1.1099 -0.8583 2.8609
0.8719 1.1480 -0.8462
0.6046 -1.1086 -0.6757

Calculated values
HOMO energy, eV: -8.7033
Energy above the lowest of the compared OMol25 structures with the same formula, charge and spin, kcal per mole: 90.5
2S+1: 1
Kohn-Sham gap, Ha: 0.3226
Net charge: 0

Löwdin atomic charges, in units of e: 0.063, -0.162, -0.341, -0.039, -0.105, -0.090, 0.027, 0.075, 0.139, 0.122, 0.116, 0.081, 0.062, 0.076, -0.053, 0.030, -0.001


2.
The following is a DFT calculation (wB97M-V/def2-TZVPD) of C5H8O as an isolated structure.

CARTESIAN COORDINATES (ANGSTROEM)
C  1.111138  1.188038  -0.286870
C  0.928046  -0.330628  -0.130936
C  1.935504  -1.230330  0.256673
C  -1.470284  -0.035534  0.367116
C  -2.742611  -0.394816  -0.090534
H  2.166494  1.404252  -0.281388
H  0.645545  1.643310  -1.235283
H  0.622507  1.735938  0.537826
H  1.915412  -2.296212  0.161787
H  2.997359  -0.893144  0.340456
H  -1.195552  1.073006  1.450714
H  -3.013544  -1.417982  -1.029533
H  -3.521072  0.424594  0.383186
O  -0.378946  -0.870498  -0.443215

Atoms 1-6, force components in eV/Å:
-1.1598 -0.1303 -0.5593
1.0346 -2.5064 0.3376
-0.7842 3.0721 -1.7402
-0.9459 -1.1004 -1.6950
0.7655 1.2530 0.5839
0.3245 0.1481 0.0374

Calculated values
HOMO energy, eV: -8.8304
Energy above the lowest of the compared OMol25 structures with the same formula, charge and spin, kcal per mole: 158.5
2S+1: 1
Kohn-Sham gap, Ha: 0.3327
Net charge: 0

Löwdin atomic charges, in units of e: -0.076, -0.380, 0.057, -0.174, -0.101, 0.061, 0.112, 0.040, 0.039, 0.060, 0.256, 0.189, 0.077, -0.161


3.
The following is a DFT calculation (wB97M-V/def2-TZVPD) of a 2-piece molecular cluster, C2H4NP overall.

CARTESIAN COORDINATES (ANGSTROEM)
C  -0.442584  -0.148749  0.129240
C  -0.226896  1.099322  -0.585039
N  -0.860355  -0.547114  1.259944
P  -0.323419  -1.903512  0.246320
H  0.510046  0.992775  -1.251214
H  -0.117227  1.996780  0.224522
H  -1.102513  1.146191  -1.278291
H  2.562947  -2.635693  1.254518

Atoms 1-6, force components in eV/Å:
0.2163 -1.1280 0.7743
-3.4227 2.0205 3.3323
-0.0508 0.7814 -0.0596
0.3093 -0.4005 -0.2801
3.4305 -0.0729 -2.0702
-0.3848 -1.9617 -2.4021

Calculated values
HOMO energy (alpha / beta), eV: -7.5672 / -9.5908
Energy above the lowest of the compared OMol25 structures with the same formula, charge and spin, kcal per mole: 99.4
2S+1: 1
Kohn-Sham gap (alpha / beta), Ha: 0.2717 / 0.3439
Net charge: 0

Löwdin atomic charges, in units of e: -0.759, -0.083, -0.165, 0.761, 0.013, 0.149, 0.100, -0.017


4.
The following is a DFT calculation (wB97M-V/def2-TZVPD) of a 9-piece molecular cluster, H19O9 overall.

CARTESIAN COORDINATES (ANGSTROEM)
O  2.320734  -1.934391  2.067483
H  2.782106  -1.179812  2.444923
H  -1.087681  -3.698245  -0.449461
O  2.206273  1.295949  2.023692
H  1.431164  0.774290  2.265432
O  -1.008477  -1.109924  -3.188829
H  2.525420  -0.862344  -0.932046
H  -0.099317  -1.221687  -3.445705
O  2.426449  -0.438398  -0.077399
H  2.913575  -2.492700  1.566219
H  2.082539  2.154388  2.455196
O  -1.311165  -0.539628  1.306219
H  -2.047345  1.105508  -2.491606
H  -2.137648  -0.305455  1.748321
O  -1.939350  1.541360  -1.633168
H  -2.761849  1.402488  -1.144446
H  -1.403874  -1.462925  1.015079
O  -0.899700  3.037018  0.547959
H  -1.733052  -1.060694  -3.813373
H  -0.295537  3.686116  0.164251
O  0.295265  0.950417  0.021392
H  3.090168  0.235221  0.103891
H  -1.840903  3.145830  0.401171
O  -1.506418  -2.835366  -0.373592
H  1.036297  0.298660  0.315741
H  -0.610334  0.472792  -0.218445
H  -0.164566  1.910535  0.297786
H  -2.262777  -2.869001  -0.976678

Atoms 1-6, force components in eV/Å:
-0.9211 -0.2310 0.7271
0.4417 -0.3125 -0.2398
0.0115 -0.0196 0.0808
-0.0368 0.2724 0.1499
0.0087 0.0342 0.2270
-0.9138 0.3757 1.9616

Calculated values
HOMO energy, eV: -13.4123
Energy above the lowest of the compared OMol25 structures with the same formula, charge and spin, kcal per mole: 61.7
2S+1: 1
Kohn-Sham gap, Ha: 0.3845
Net charge: +1

Löwdin atomic charges, in units of e: -0.058, 0.022, 0.060, -0.037, 0.046, -0.043, 0.087, 0.040, -0.033, 0.036, 0.070, -0.051, 0.047, 0.066, -0.046, 0.059, 0.026, 0.057, 0.046, 0.120, 0.012, 0.076, 0.103, -0.047, 0.084, 0.136, 0.064, 0.058


5.
The following is a DFT calculation (wB97M-V/def2-TZVPD) of a 2-piece molecular cluster, C4H9ClN3 overall.

CARTESIAN COORDINATES (ANGSTROEM)
C  1.322777  1.371471  0.435147
C  -0.342707  0.214877  -0.860458
C  2.505596  0.547941  0.119403
C  -0.465195  -1.026482  -0.077994
N  0.132537  1.248480  0.046488
N  2.400375  -0.693909  -0.053261
N  -1.578867  -1.422092  0.417634
Cl  -4.110064  0.346639  0.004904
H  1.515818  2.229079  1.070813
H  0.375708  0.045577  -1.672125
H  -1.300599  0.561094  -1.258062
H  3.438782  1.119065  0.061376
H  0.475250  -1.523661  0.166159
H  3.258065  -1.194440  -0.271094
H  -3.535362  1.311979  0.624105
H  -2.455824  -0.891906  0.237097
H  -1.636283  -2.243709  1.009869

Atoms 1-6, force components in eV/Å:
0.0479 0.1615 0.1974
0.1854 0.2377 -0.5095
0.5938 0.1311 -0.2496
-0.1324 -0.2994 0.4922
-0.6733 0.3413 0.3167
-0.2677 -0.4787 -0.0776

Calculated values
HOMO energy, eV: -13.7692
Energy above the lowest of the compared OMol25 structures with the same formula, charge and spin, kcal per mole: 1.4
2S+1: 1
Kohn-Sham gap, Ha: 0.3404
Net charge: +1

Löwdin atomic charges, in units of e: -0.128, -0.185, -0.168, -0.038, 0.071, 0.120, 0.221, 0.435, 0.120, 0.139, 0.109, 0.126, 0.119, 0.087, -0.174, -0.013, 0.157